101
Properties=species:S:1:pos:R:3:forces:R:3:mulliken_charge:R:1 method="wB97M-V/def2-TZVPD" e_lumo_ev=0.3537 multiplicity=1 gap_ev=8.347
N 4.383655 -0.691865 -3.103574 -0.276 -0.287 0.397 -0.790
C 3.153219 -1.182296 -2.409936 0.895 0.443 -1.042 -0.492
C 2.005852 -0.984309 -3.402796 -0.011 -0.144 -0.285 -1.753
C 0.570266 -0.949719 -2.846563 1.559 -0.891 -0.527 1.618
S 0.585826 -1.948945 -1.281485 -0.017 0.400 0.916 -0.287
C -0.487688 -1.683530 -3.644942 0.058 1.131 0.358 -0.615
O -0.365122 -2.524316 -4.473375 -0.153 -0.448 -0.118 -0.580
O -1.677815 -1.151181 -3.259684 -0.390 -0.350 -0.294 -0.408
C -1.526165 0.034026 -2.463068 0.247 1.374 -0.443 0.286
C -2.123677 -0.024029 -1.057632 -0.161 -0.521 -0.152 -1.064
C -3.252985 -1.055791 -0.873824 -0.624 -0.166 0.959 0.275
N -4.448781 -0.760525 -1.661565 0.134 -0.193 -0.114 -0.729
N -2.807893 -2.440293 -1.074553 0.029 0.061 -0.498 -0.284
N -3.678354 -0.904857 0.520946 0.275 0.285 -0.134 -0.813
C -0.019832 0.451183 -2.652641 -0.371 -0.386 1.812 1.135
C 0.174437 1.444261 -3.803726 0.097 -0.826 -0.541 -1.222
C -0.126607 0.947308 -5.201072 0.002 0.217 -0.448 -0.189
O 0.335541 1.496300 -6.166232 0.121 0.109 -0.072 -0.516
C 0.674289 1.132584 -1.446816 -0.709 -0.098 -0.150 -1.081
C 0.018750 2.432860 -1.054628 0.484 0.034 -0.151 -0.569
O 0.663025 3.436552 -0.895474 -0.139 0.275 0.121 -0.589
H 5.143546 -0.823858 -2.444119 0.169 0.122 -0.115 0.295
H 4.576108 -1.349121 -3.853942 0.096 0.127 -0.130 0.253
H 3.302306 -2.233713 -2.177846 -0.457 -0.039 0.519 0.415
H 3.056271 -0.559973 -1.524113 -0.206 -0.224 0.237 0.435
H 2.090938 -1.781988 -4.143757 -0.222 -0.078 -0.044 0.566
H 2.258341 -0.067318 -3.935345 -0.229 0.118 -0.065 0.382
H 0.137613 -3.148943 -1.663726 -0.118 0.137 -0.488 0.224
H -2.088663 0.806084 -2.995419 -0.272 -0.203 -0.121 0.606
H -1.391074 -0.188131 -0.273066 0.191 -0.166 -0.109 0.655
H -2.587947 0.941844 -0.867076 0.005 0.076 0.069 0.055
H -4.208409 -0.454504 -2.595448 -0.114 -0.026 -0.080 0.295
H -4.988485 -0.044719 -1.193940 0.074 0.170 -0.077 0.261
H -3.049706 -2.704679 -2.024468 0.298 -0.044 -0.094 0.238
H -3.383100 -3.043196 -0.498628 -0.084 0.085 0.094 0.308
H -4.352707 -1.624648 0.752544 -0.064 -0.009 -0.022 0.293
H -2.864925 -1.036817 1.109503 -0.077 -0.060 0.159 0.235
H -0.428650 2.343231 -3.658532 -0.135 -0.028 0.196 0.719
H 1.210025 1.778112 -3.828981 0.038 0.133 -0.016 0.515
H -0.792872 0.087343 -5.377129 -0.121 -0.087 0.322 0.459
H 1.701536 1.331876 -1.741136 0.142 0.081 0.210 0.451
H 0.664894 0.496111 -0.560216 0.030 -0.104 0.006 0.577
H -1.074201 2.432588 -0.916940 -0.082 0.108 0.085 0.430
C 5.029091 -4.091247 2.427026 -0.157 -0.101 0.516 -1.072
N 3.892050 -4.196033 1.541712 0.284 -0.222 -0.439 0.254
C 3.241747 -2.924572 1.294165 -0.413 -0.001 -0.177 -1.006
P 3.100808 -5.578515 0.909638 5.615 -0.957 1.106 0.652
O 3.041281 -5.277025 -0.551923 -3.252 0.187 0.652 -0.793
N 4.132654 -6.985807 0.889651 0.614 0.365 0.522 0.127
C 5.577629 -6.859453 1.052558 0.099 0.138 -0.200 -1.156
C 3.812439 -7.885587 -0.214836 -0.239 -0.008 -0.074 -1.129
N 2.284130 -6.131408 2.292644 -3.136 0.330 -2.119 0.206
C 0.902251 -5.675619 2.444407 0.053 0.262 0.047 -0.962
C 2.895011 -6.486106 3.540752 0.574 -0.093 0.222 -0.848
H 4.748691 -3.684250 3.409342 0.017 0.015 -0.025 0.343
H 5.781076 -3.420307 1.996291 -0.032 0.021 -0.033 0.342
H 5.520447 -5.042969 2.600871 -0.158 0.031 0.033 0.320
H 2.499787 -2.691084 2.072603 0.087 0.135 0.017 0.255
H 2.722946 -2.933214 0.334593 0.027 -0.057 -0.001 0.102
H 3.960819 -2.102206 1.258946 0.131 -0.113 0.039 0.412
H 5.966618 -5.904137 0.681151 0.032 -0.044 0.062 0.401
H 6.096485 -7.631449 0.483681 -0.155 -0.097 -0.043 0.404
H 5.881884 -6.999596 2.094526 0.013 0.120 0.008 0.244
H 4.258169 -7.559901 -1.160598 -0.053 0.023 -0.023 0.342
H 2.734656 -7.953500 -0.367811 0.017 0.020 0.046 0.343
H 4.175322 -8.889118 0.016055 0.033 0.024 0.076 0.398
H 0.838644 -4.693814 2.936870 -0.055 -0.077 0.056 0.313
H 0.320720 -6.390606 3.030315 0.074 -0.030 0.030 0.318
H 0.416009 -5.593398 1.469883 0.058 0.018 -0.007 0.326
H 2.920697 -5.636606 4.236344 0.021 0.024 -0.050 0.308
H 3.907177 -6.865689 3.420675 0.003 0.078 -0.204 0.203
H 2.320779 -7.290319 4.010680 -0.091 0.060 -0.058 0.358
C -4.920285 6.025247 2.901949 0.202 0.394 0.292 -1.105
N -3.833669 5.166385 2.490874 -0.209 -0.141 -0.462 0.238
C -3.673624 4.010655 3.352224 0.301 -0.217 -0.093 -1.036
P -2.624673 5.406332 1.289023 -5.355 2.914 -1.068 0.711
O -2.774597 4.138251 0.501044 3.252 -0.621 1.225 -0.832
N -3.074507 6.551786 0.050972 -0.681 0.359 0.330 0.132
C -4.463158 6.970294 -0.113497 -0.153 -0.240 -0.030 -1.168
C -2.472894 6.227119 -1.240080 0.240 -0.129 0.031 -1.120
N -1.700554 6.591879 2.091684 3.139 -2.562 -0.452 0.177
C -0.565733 6.095163 2.869996 -0.163 -0.130 0.217 -0.983
C -2.177954 7.862565 2.553178 -0.510 0.354 -0.119 -0.819
H -4.780081 6.406988 3.923812 -0.031 -0.012 -0.013 0.351
H -5.865090 5.469800 2.886044 0.021 -0.044 -0.002 0.343
H -5.050725 6.884771 2.251965 0.131 -0.025 0.043 0.317
H -3.048463 4.234781 4.229101 -0.115 -0.023 0.065 0.259
H -3.209811 3.182538 2.814163 0.007 0.050 -0.065 0.240
H -4.641020 3.652648 3.711940 -0.059 0.088 -0.057 0.349
H -5.180100 6.198541 0.190940 -0.017 0.078 0.013 0.407
H -4.679090 7.178080 -1.161884 0.174 -0.010 -0.055 0.417
H -4.673077 7.899273 0.425507 -0.061 -0.067 0.106 0.241
H -3.029301 5.448191 -1.774002 0.033 -0.036 0.006 0.344
H -1.447157 5.873623 -1.119909 -0.020 0.022 0.039 0.334
H -2.441129 7.123056 -1.862953 -0.042 0.048 0.061 0.421
H -0.858103 5.794881 3.887660 0.077 0.081 0.005 0.305
H 0.213322 6.856329 2.948322 -0.054 0.052 -0.022 0.355
H -0.114618 5.229119 2.380785 -0.043 0.004 -0.019 0.274
H -2.511227 7.814917 3.598488 -0.032 -0.055 -0.024 0.307
H -2.992775 8.252656 1.948067 -0.024 -0.184 -0.083 0.185
H -1.370707 8.598669 2.488799 0.068 -0.106 0.020 0.345

***

15
Properties=species:S:1:pos:R:3:forces:R:3:lowdin_spin:R:1 method="wB97M-V/def2-TZVPD" e_lumo_ev="-5.9740 / -9.5936" multiplicity=3 gap_ev="7.598 / 3.959" charge=+1
Ag -2.392045 1.711397 0.474796 0.507 -0.137 -1.503 0.364
Ag 0.068000 2.256411 -1.441046 -0.185 -0.223 1.587 0.439
F -0.492437 3.038380 0.451698 0.351 -0.066 -0.915 0.422
F -2.373514 2.339168 -1.616569 0.114 -0.320 1.179 0.481
F -0.685112 0.505037 -0.317365 -0.637 0.550 0.043 0.264
C -0.891840 -2.712533 -1.156066 0.157 0.175 0.020 0.000
Cl 0.515335 -2.456293 -0.114783 0.033 0.016 0.046 0.013
Cl -1.377875 -4.387105 -1.164085 -0.079 -0.135 0.039 0.001
Cl -0.557488 -2.142421 -2.791957 0.020 0.094 -0.124 0.000
H -1.689048 -2.100884 -0.759690 -0.107 -0.063 0.011 0.000
C 1.858967 0.763055 1.687260 -0.040 -0.294 0.304 0.000
Cl 2.728869 -0.729655 1.990727 0.032 0.091 -0.001 0.002
Cl 2.484855 1.521634 0.197833 -0.121 0.205 -0.504 0.013
Cl 1.984349 1.877558 3.030656 -0.023 0.058 0.003 0.001
H 0.818986 0.516250 1.528588 -0.021 0.048 -0.186 0.000

***

What are the largest force on an atom values for these records? In order: 0.1204, 0.0314 hartree/bohr.